# N2O6Rb4

A molecular structure, N2O6Rb4 in a non-equilibrium geometry (wB97M-V/def2-TZVPD, the OMol25 dataset).

XYZ file:
```
12
Properties=species:S:1:pos:R:3:mulliken_charge:R:1
Rb -12.71896 15.89749 -3.48081 0.98
Rb -10.10359 13.08235 2.59763 1.02
Rb -12.79835 18.60308 2.04978 1.01
Rb -9.04108 13.32706 -1.23240 0.93
N -11.35506 15.65960 0.14199 0.76
O -11.54317 14.69359 0.89881 -0.63
O -11.29504 16.82015 0.58349 -0.64
O -11.13233 15.42960 -1.07699 -0.54
N -12.02535 12.22131 -3.22205 0.84
O -12.10050 13.14026 -2.37158 -0.56
O -11.02414 11.46842 -3.26848 -0.62
O -12.97806 12.03141 -4.01684 -0.55
```

Computed properties:
F_max in eV/A: 2.92
ΔE to the lowest compared entry with this formula, charge and spin in kcal per mole: 21.7
Kohn-Sham gap in eV: 6.37
Net charge: +2
E_tot in eV: -17869.1472
HOMO energy in eV: -12.8